Density functional theory data (ωB97M-V with the def2-TZVPD basis set) for 2 unconnected molecules or ions with the total composition FH3N2OS.

Output
- maximum force (eV/A) = 2.5
- E_tot (hartree) = -684.39370
- Kohn-Sham gap (alpha / beta) (eV) = 7.52 / 9.27

The geometry in ORCA input format:
```
! wB97M-V def2-TZVPD RIJCOSX def2/J DEFGRID3
* xyz 0 1
N 1.305 -0.469 0.144
N 0.182 -0.969 -0.420
O -1.235 0.191 0.424
F -0.009 -2.228 0.105
S -2.628 -0.190 -0.027
H 1.727 -0.973 0.952
H 1.664 0.420 -0.148
H -2.459 0.601 -1.168
*
```

Atomic charges from the natural (NBO) analysis, expressed in e, are listed below: atom 1 (N): -0.647, atom 2 (N): 0.257, atom 3 (O): -0.747, atom 4 (F): -0.246, atom 5 (S): 0.528, atom 6 (H): 0.391, atom 7 (H): 0.406, atom 8 (H): 0.056

---

Density functional theory data (ωB97M-V with the def2-TZVPD basis set) for 2 unconnected molecules or ions with the total composition C2HO2S2.

Output
- maximum force (eV/A) = 2.6
- E_tot (hartree) = -1023.68103
- Kohn-Sham gap (eV) = 6.58

The geometry in ORCA input format:
```
! wB97M-V def2-TZVPD RIJCOSX def2/J DEFGRID3
* xyz -1 1
C 0.653 0.043 -0.276
C -1.122 -1.094 0.583
O -1.914 -1.339 -0.254
O 1.668 -0.365 0.200
S -0.462 -1.318 2.029
S 1.204 1.897 -1.111
H -0.027 2.176 -1.172
*
```

Atomic charges from the natural (NBO) analysis, expressed in e, are listed below: atom 1 (C): 0.280, atom 2 (C): 0.412, atom 3 (O): -0.536, atom 4 (O): -0.646, atom 5 (S): -0.140, atom 6 (S): -0.461, atom 7 (H): 0.089

---

What is the maximum force in the first record? 2.5 eV/A